1.
Entry from OMol25: one molecule with the formula C2H5ClN2 in a non-equilibrium geometry (ωB97M-V/def2-TZVPD).

- Energy above the lowest of the compared OMol25 structures with the same formula, charge and spin: 170.7 kJ/mol
- Total energy: -648.8389 Eh
- Net charge: 0
- Structure (SMILES): N/N=C\CCl
- 2S+1: 1
- Orbital gap: 10.019 eV
- E_LUMO: 0.0335 Ha
- HOMO: -0.3347 Ha

Atoms and positions in Å:
N: -1.54842 -0.34346 -0.05894
N: -0.99789 0.98480 -0.08610
C: 0.26947 0.91560 0.08131
C: 0.98676 -0.36045 0.17850
Cl: 2.72239 0.18956 -0.09504
H: -2.55101 -0.42476 0.06748
H: -1.16917 -1.04844 -0.60589
H: 0.62781 1.95202 0.11522
H: 0.96359 -0.91992 1.10176
H: 0.69647 -0.94496 -0.69830

Löwdin atomic charge list, values in e, 6 entries: atom 1 (N): -0.0249, atom 2 (N): -0.0062, atom 3 (C): -0.3244, atom 4 (C): -0.5157, atom 5 (Cl): 0.5100, atom 6 (H): 0.0797



2.
Entry from OMol25: one molecule with the formula C2H5ClN2 in a non-equilibrium geometry (ωB97M-V/def2-TZVPD).

- Energy above the lowest of the compared OMol25 structures with the same formula, charge and spin: 242.6 kJ/mol
- Total energy: -648.8115 Eh
- Net charge: 0
- Structure (SMILES): [H]/N=C/CNCl
- 2S+1: 1
- Orbital gap: 10.331 eV
- E_LUMO: 0.0188 Ha
- HOMO: -0.3609 Ha

Atoms and positions in Å:
H: -2.96246 0.12968 0.59670
N: -1.97721 -0.37531 0.65396
C: -1.08788 0.19333 0.02742
C: 0.37871 -0.53260 -0.24803
N: 1.22989 0.46561 0.44620
Cl: 2.91746 -0.17287 0.32893
H: -1.03519 1.07618 -0.59881
H: 0.68524 -1.45416 0.26280
H: 0.57644 -0.55663 -1.27276
H: 1.27500 1.22678 -0.19639

Löwdin atomic charge list, values in e, 6 entries: atom 1 (H): 0.1101, atom 2 (N): 0.0756, atom 3 (C): -0.2435, atom 4 (C): -0.2664, atom 5 (N): -0.4316, atom 6 (Cl): 0.4868



3.
Entry from OMol25: one molecule with the formula C2H5ClN2 in a non-equilibrium geometry (ωB97M-V/def2-TZVPD).

- Energy above the lowest of the compared OMol25 structures with the same formula, charge and spin: 230.8 kJ/mol
- Total energy: -648.8160 Eh
- Net charge: 0
- Structure (SMILES): CC/N=N/Cl
- 2S+1: 1
- Orbital gap: 10.763 eV
- E_LUMO: 0.0133 Ha
- HOMO: -0.3822 Ha

Atoms and positions in Å:
C: 1.18072 -0.40487 -0.26673
C: -0.11067 0.39822 -0.61718
N: -1.10391 -0.20952 0.23561
N: -1.47564 0.64707 1.04072
Cl: -2.70185 -0.03264 2.23182
H: 0.89113 -1.12009 0.64897
H: 1.39501 -1.15065 -1.12556
H: 2.16244 0.15040 -0.01733
H: -0.29862 0.23245 -1.69755
H: 0.06140 1.48963 -0.43278

Löwdin atomic charge list, values in e, 6 entries: atom 1 (C): -0.1209, atom 2 (C): -0.3035, atom 3 (N): -0.1185, atom 4 (N): -0.3346, atom 5 (Cl): 0.3863, atom 6 (H): 0.1019



4.
Entry from OMol25: a 2-piece molecular cluster, C2H5ClN2O overall in a non-equilibrium geometry (ωB97M-V/def2-TZVPD).

- Energy above the lowest of the compared OMol25 structures with the same formula, charge and spin: 472.2 kJ/mol
- Total energy: -723.9563 Eh
- Net charge: 0
- 2S+1: 1
- Orbital gap (spin up / spin down): 8.725 / 7.111 eV
- E_LUMO (spin up / spin down): 0.0112 / -0.0045 Ha
- HOMO (spin up / spin down): -0.3094 / -0.2658 Ha

Atoms and positions in Å:
C: 0.50036 -0.24412 0.67755
C: -1.27789 0.50784 -0.57312
N: 0.54138 -0.03253 1.87295
N: 2.77045 -1.43788 0.11858
O: 0.03621 -0.07425 -0.45721
Cl: 3.36237 -1.32736 1.71892
H: -1.33409 1.18243 0.33394
H: -1.93110 -0.34723 -0.38869
H: -1.48201 0.99093 -1.55206
H: 1.12534 -0.55965 2.51106
H: 2.98379 -0.48312 -0.34532

Löwdin atomic charge list, values in e, 6 entries: atom 1 (C): -0.3302, atom 2 (C): -0.0006, atom 3 (N): 0.1765, atom 4 (N): -0.5207, atom 5 (O): -0.0159, atom 6 (Cl): 0.3816



5.
Entry from OMol25: one molecule with the formula C2H5ClN2S in a non-equilibrium geometry (ωB97M-V/def2-TZVPD).

- Energy above the lowest of the compared OMol25 structures with the same formula, charge and spin: 448.1 kJ/mol
- Total energy: -1046.9096 Eh
- Net charge: 0
- 2S+1: 1
- Orbital gap (spin up / spin down): 8.917 / 7.726 eV
- E_LUMO (spin up / spin down): -0.0267 / -0.0288 Ha
- HOMO (spin up / spin down): -0.3544 / -0.3127 Ha

Atoms and positions in Å:
C: -1.09415 -0.26965 -0.57021
C: 0.49445 -0.05801 -0.87750
N: -1.44310 0.48774 0.50409
N: 1.56475 0.22146 1.49264
S: 1.53345 -0.96250 0.33793
Cl: 1.90372 -0.40784 3.12386
H: -1.36790 0.08417 -1.66811
H: -1.32039 -1.23013 -0.19751
H: 0.79758 -0.33433 -1.84402
H: 0.59112 0.99565 -0.66058
H: -1.65954 1.47343 0.35942

Löwdin atomic charge list, values in e, 6 entries: atom 1 (C): -0.3857, atom 2 (C): -0.4162, atom 3 (N): 0.0724, atom 4 (N): -0.8115, atom 5 (S): 0.7689, atom 6 (Cl): 0.3937



6.
Entry from OMol25: a 2-piece molecular cluster, C2H5ClN2S overall in a non-equilibrium geometry (ωB97M-V/def2-TZVPD).

- Energy above the lowest of the compared OMol25 structures with the same formula, charge and spin: 144.9 kJ/mol
- Total energy: -1047.0251 Eh
- Net charge: 0
- Structure (SMILES): C1CSN=N1.Cl
- 2S+1: 1
- Orbital gap: 9.436 eV
- E_LUMO: 0.0116 Ha
- HOMO: -0.3351 Ha

Atoms and positions in Å:
C: 1.02833 0.78906 -0.19193
C: 0.45693 -0.37123 0.70751
S: 0.05659 -1.71532 -0.51078
N: 0.48902 -0.67122 -1.89759
N: 0.96084 0.41084 -1.57019
H: 0.23853 1.59682 -0.07419
H: 2.00064 0.93569 0.03830
H: 1.25414 -0.79843 1.45829
H: -0.39544 -0.11547 1.26360
Cl: -3.39205 -0.58821 0.23099
H: -2.69753 0.52746 0.54600

Löwdin atomic charge list, values in e, 6 entries: atom 1 (C): -0.2456, atom 2 (C): -0.4429, atom 3 (S): 0.7573, atom 4 (N): -0.2809, atom 5 (N): -0.1201, atom 6 (H): 0.1358